Entry from the OMol25 dataset: C3H2FPS in the gas phase (ωB97M-V/def2-TZVPD).

Its total energy is -25983.82428 eV. Its SMILES is Fc1pccs1. Its maximum force is 0.01331 Eh/bohr. The value obtained for the energy above the lowest of the compared OMol25 structures with the same formula, charge and spin is 0.0 kcal per mole. The net charge is 0. For the highest occupied orbital energy, the calculation gives -8.9497 eV.

Bonds (Å) are listed after each position.
Atoms and positions in Å:
1 F 4.279 0.072 0.000  C2 1.338
2 C 2.945 -0.034 0.000  F1 1.338, P3 1.712, S6 1.730
3 P 2.113 -1.530 0.000  C2 1.712, C4 1.767
4 C 0.553 -0.701 0.000  P3 1.767, C5 1.351, H7 1.078
5 C 0.543 0.650 0.000  C4 1.351, S6 1.716, H8 1.075
6 S 2.060 1.452 0.000  C2 1.730, C5 1.716
7 H -0.366 -1.265 0.000  C4 1.078
8 H -0.334 1.272 0.000  C5 1.075